{"formula": "H5NOSSi", "method": "wB97M-V/def2-TZVPD", "symbols": ["N", "O", "Si", "S", "H", "H", "H", "H", "H"], "positions_angstrom": [[0.860601, 0.168833, 1.829732], [-1.548113, 0.005911, -1.530565], [0.921067, 0.038428, 0.161236], [1.673782, 1.302997, -1.129450], [0.112786, -0.271112, 2.378399], [1.621272, 0.525772, 2.370415], [-1.858823, 0.294291, -2.357368], [0.107054, -1.186108, -0.083988], [-1.889626, -0.879011, -1.638412]], "forces_ev_per_a": [[-0.46, -0.48, 0.56], [0.00, -0.77, 0.98], [-0.69, 0.05, -0.80], [0.17, -0.50, 0.45], [0.81, 0.17, -0.39], [0.02, 0.47, 0.34], [-0.28, 1.75, -1.83], [0.34, 0.25, -0.12], [0.09, -0.96, 0.83]], "relative_energy_ev": 1.817, "homo_energy_ev": -8.750, "lumo_energy_ev": 0.54, "orbital_gap_ha": 0.3415}

=====

{"formula": "C17H48O7", "method": "wB97M-V/def2-TZVPD", "symbols": ["C", "C", "C", "O", "H", "H", "H", "H", "H", "H", "H", "H", "C", "C", "C", "O", "H", "H", "H", "H", "H", "H", "H", "H", "C", "C", "C", "O", "H", "H", "H", "H", "H", "H", "H", "H", "C", "C", "O", "H", "H", "H", "H", "H", "H", "C", "C", "O", "H", "H", "H", "H", "H", "H", "C", "C", "O", "H", "H", "H", "H", "H", "H", "C", "C", "O", "H", "H", "H", "H", "H", "H"], "positions_angstrom": [[1.872366, 1.796311, 3.799549], [1.810713, 2.999797, 2.864506], [2.388867, 4.196345, 3.578736], [2.266233, 2.621428, 1.627749], [1.424727, 0.915562, 3.339132], [1.244345, 2.101865, 4.636411], [2.879359, 1.545109, 4.132660], [0.756490, 3.171364, 2.647081], [2.539393, 5.143843, 3.061356], [3.441892, 4.095884, 3.841702], [1.882162, 4.346074, 4.532111], [1.992822, 3.209292, 0.919749], [2.779731, -4.011127, 1.548727], [2.151090, -3.945159, 0.131851], [2.735819, -5.016580, -0.846592], [0.746666, -4.199884, 0.289497], [2.343920, -3.274868, 2.224069], [3.861311, -3.878433, 1.574553], [2.558607, -4.959153, 2.039084], [2.207740, -2.964887, -0.341408], [2.213652, -4.874077, -1.792706], [2.518467, -6.073332, -0.691262], [3.780068, -4.798531, -1.070413], [0.279889, -3.468019, 0.699485], [-1.044367, -2.459975, -3.141101], [0.386217, -1.941894, -3.381254], [1.119824, -2.959549, -4.335143], [0.314740, -0.648693, -3.984930], [-1.211846, -3.491791, -2.832230], [-1.532197, -2.415034, -4.114802], [-1.578487, -1.821310, -2.437600], [0.945425, -1.824478, -2.453029], [0.534649, -3.140000, -5.236868], [1.317796, -3.907574, -3.834985], [2.156579, -2.628725, -4.396672], [0.052819, -0.747748, -4.903182], [-0.783852, 5.407733, 0.400114], [-1.842651, 4.318274, 0.733648], [-2.271864, 3.713361, -0.440864], [-0.416863, 6.017993, 1.225342], [-1.201384, 6.135763, -0.295404], [0.129959, 4.961881, 0.007371], [-2.655041, 4.840098, 1.239436], [-1.427950, 3.459781, 1.261953], [-3.213653, 3.527322, -0.436726], [-0.596858, 1.042502, 0.216532], [0.454585, -0.024725, -0.113876], [1.220678, -0.273200, 0.957783], [-1.345825, 0.590644, 0.866886], [-1.016584, 1.290861, -0.758273], [-0.157956, 1.918207, 0.694675], [1.148312, 0.474207, -0.790557], [0.071928, -0.953111, -0.537872], [1.552944, 0.582772, 1.237981], [-1.088060, -0.857300, 3.938974], [-0.047419, -1.919364, 3.466980], [-0.079359, -2.230776, 2.116403], [-0.944642, -0.708341, 5.009182], [-2.095451, -1.258341, 3.827470], [-0.893474, 0.023225, 3.326675], [-0.142284, -2.874665, 3.983222], [0.894932, -1.439817, 3.731760], [0.325776, -1.491143, 1.657700], [-3.684908, 1.821490, -3.625949], [-4.181947, 0.500163, -4.131928], [-5.020373, -0.059071, -3.107477], [-2.909341, 1.585216, -2.897407], [-4.321902, 2.513890, -3.075569], [-3.283046, 2.447013, -4.423032], [-3.550085, -0.278994, -4.558270], [-4.896759, 0.790536, -4.901885], [-5.867065, -0.286136, -3.498828]], "forces_ev_per_a": [[-0.42, 0.31, -0.12], [-1.72, -0.11, 1.07], [1.54, 0.76, 0.14], [2.06, -0.84, -1.92], [-0.01, 0.02, 0.03], [0.18, -0.43, 0.34], [0.02, 0.17, -0.01], [-0.57, 0.40, 0.81], [-1.16, 0.10, -0.52], [0.22, -0.97, 0.24], [-0.22, 0.16, -0.21], [-0.02, 0.28, 0.16], [0.02, 0.27, -0.19], [-0.49, -1.33, 0.96], [-0.95, 1.22, -0.58], [0.14, -0.93, -0.96], [-0.05, 0.28, -0.26], [0.09, 0.05, -0.24], [-0.05, -0.27, -0.39], [0.69, 0.17, 0.10], [-0.05, 0.33, -0.25], [0.32, 0.12, 0.99], [0.11, -0.31, 0.32], [0.28, 0.19, 0.50], [-0.10, 0.39, -0.12], [-0.43, -1.72, -1.08], [0.39, 0.67, 1.99], [0.29, -0.01, 0.49], [0.73, -0.05, 0.28], [-0.29, 0.26, -0.08], [-0.10, 0.10, -0.10], [0.01, 0.03, -0.09], [0.45, 0.22, -0.20], [-0.76, -0.26, 0.18], [-0.11, 0.46, -1.13], [-0.07, -0.11, -0.09], [0.02, -0.43, 0.17], [0.93, 0.90, 0.25], [-0.56, -0.03, -1.83], [-0.41, -0.29, 0.55], [0.03, -0.28, -0.29], [-0.14, -0.08, -0.49], [-0.11, -0.39, 0.38], [0.14, 0.64, 1.12], [0.04, 0.05, 0.17], [-0.31, -1.42, -0.90], [-0.69, 2.42, -2.07], [1.84, -1.29, 3.03], [-0.24, 0.28, 0.03], [-0.44, 0.47, 0.30], [0.12, -0.10, -0.14], [-0.30, -0.33, -1.19], [-0.19, 0.13, 0.03], [0.48, 0.20, 0.45], [0.37, -1.64, -0.43], [-0.35, 0.64, 1.18], [-0.79, -0.33, -0.56], [0.16, 0.43, -0.06], [-0.12, 0.32, -0.32], [-0.40, 0.24, 0.32], [-0.03, 0.18, 0.34], [0.57, -0.40, 0.02], [0.38, 0.45, -0.13], [2.19, 0.12, 0.55], [-3.30, 0.84, -0.27], [0.22, -0.51, 0.42], [0.49, 0.39, -0.05], [-0.97, -0.74, -0.23], [0.42, -0.26, -0.10], [0.74, 0.52, 0.37], [0.14, -0.28, -0.74], [0.10, -0.09, 0.07]], "relative_energy_ev": 2.373, "homo_energy_ev": -9.356, "lumo_energy_ev": 0.57, "orbital_gap_ha": 0.3649}

=====

{"formula": "C22H60O8", "method": "wB97M-V/def2-TZVPD", "symbols": ["C", "C", "O", "H", "H", "H", "H", "H", "H", "C", "C", "O", "H", "H", "H", "H", "H", "H", "C", "C", "C", "O", "H", "H", "H", "H", "H", "H", "H", "H", "C", "C", "C", "O", "H", "H", "H", "H", "H", "H", "H", "H", "C", "C", "C", "O", "H", "H", "H", "H", "H", "H", "H", "H", "C", "C", "C", "O", "H", "H", "H", "H", "H", "H", "H", "H", "C", "C", "C", "O", "H", "H", "H", "H", "H", "H", "H", "H", "C", "C", "C", "O", "H", "H", "H", "H", "H", "H", "H", "H"], "positions_angstrom": [[15.693560, -22.644680, 0.231920], [14.208050, -22.360580, 0.357760], [13.469770, -23.258240, -0.427720], [16.013630, -22.590460, -0.808630], [15.896840, -23.675120, 0.523410], [16.249260, -21.918020, 0.824590], [13.971930, -21.421630, -0.142970], [13.901630, -22.288480, 1.401320], [12.565050, -22.937160, -0.426000], [16.112000, -16.076340, -2.008970], [15.713910, -16.245970, -0.539890], [15.981090, -15.048500, 0.074680], [15.621530, -15.219450, -2.470790], [15.849560, -16.957820, -2.593970], [17.189820, -16.046720, -2.168740], [16.316160, -16.982540, -0.008030], [14.687500, -16.599030, -0.440240], [16.830220, -15.146620, 0.511640], [8.967060, -17.691390, -1.327900], [8.642390, -18.690080, -0.250190], [7.363090, -18.303940, 0.484580], [8.445430, -19.945810, -0.781980], [9.374280, -16.787460, -0.874920], [8.076010, -17.470070, -1.915390], [9.701070, -18.024630, -2.061570], [9.416330, -18.742030, 0.515580], [7.012850, -19.143010, 1.085740], [6.509440, -18.241120, -0.190270], [7.511910, -17.364180, 1.016380], [7.656060, -19.892770, -1.325750], [19.865460, -18.743030, -9.007730], [19.751860, -17.553500, -7.988060], [20.965300, -17.191520, -7.199120], [19.285520, -16.435320, -8.714480], [19.091180, -18.750940, -9.774890], [19.960580, -19.708110, -8.510070], [20.789590, -18.598610, -9.567390], [18.981410, -17.835820, -7.270550], [21.271770, -17.989090, -6.522310], [20.701590, -16.279930, -6.662880], [21.831730, -16.959940, -7.818620], [19.940390, -16.175230, -9.366470], [21.904660, -13.311360, 1.498930], [21.757280, -13.581550, 3.018290], [22.240920, -12.394440, 3.859560], [20.422230, -13.802060, 3.244610], [21.391160, -12.398850, 1.196030], [21.595110, -14.161170, 0.890570], [22.927860, -13.132790, 1.168360], [22.355620, -14.437970, 3.329140], [22.123240, -12.654620, 4.911490], [21.624680, -11.528890, 3.616270], [23.243830, -12.046010, 3.612860], [20.358980, -14.372140, 4.014420], [13.753530, -22.538680, -6.896860], [12.377740, -22.529420, -7.718490], [11.184980, -22.244270, -6.859610], [12.622220, -21.412140, -8.603220], [13.798710, -21.700800, -6.201150], [14.541890, -22.448520, -7.644150], [13.830550, -23.476590, -6.346870], [12.305070, -23.405190, -8.363350], [11.065220, -23.091170, -6.183940], [10.275730, -22.127320, -7.449250], [11.232270, -21.294370, -6.327110], [12.844290, -20.623100, -8.103520], [12.855960, -13.739280, -7.790620], [12.655020, -15.097420, -8.431220], [12.682690, -15.192610, -9.982780], [13.669570, -15.936890, -7.989460], [12.938100, -13.775270, -6.704310], [12.014160, -13.091770, -8.035950], [13.764990, -13.231570, -8.113100], [11.711890, -15.541970, -8.113490], [11.992080, -14.502320, -10.467180], [12.420530, -16.174310, -10.377290], [13.690620, -14.967650, -10.331450], [14.459630, -15.654000, -8.455700], [16.576640, -9.204440, -1.513340], [15.551080, -8.866920, -0.445960], [14.986690, -7.441580, -0.637210], [14.440450, -9.746760, -0.554910], [16.175180, -9.098600, -2.521180], [17.003390, -10.196280, -1.364220], [17.426830, -8.525790, -1.444790], [15.927030, -9.012710, 0.566720], [15.764150, -6.687740, -0.513170], [14.212550, -7.243570, 0.104150], [14.533170, -7.264000, -1.612340], [14.784560, -10.594690, -0.264700]], "forces_ev_per_a": [[-0.42, -0.28, -0.24], [0.41, 1.14, -0.96], [-0.39, -1.26, 0.18], [-0.08, 0.25, -0.04], [0.13, 0.09, 0.40], [0.14, -0.22, 0.04], [0.47, 0.80, 0.60], [-0.15, -0.33, 0.13], [-0.12, -0.19, -0.12], [-0.13, -1.37, -0.38], [0.85, -1.13, -1.32], [-0.18, 1.84, 1.51], [0.09, 0.05, 0.22], [-0.42, -0.14, -0.07], [0.10, 0.54, 0.37], [0.04, -0.65, -0.47], [-0.26, 0.54, 0.07], [-0.09, 0.33, 0.07], [0.49, 0.53, -0.27], [-0.89, 0.94, 0.63], [-0.22, -0.13, -0.09], [0.31, -1.76, -0.59], [-0.24, 0.26, -0.14], [-0.17, 0.24, 0.13], [0.19, -0.35, 0.28], [0.34, -0.23, -0.25], [0.57, 0.20, 0.75], [0.11, 0.62, -0.53], [-0.40, -0.14, 0.24], [-0.10, -0.18, -0.17], [1.05, 0.64, 0.61], [-0.74, -1.48, -1.44], [0.59, 0.05, 0.11], [-0.61, 0.62, 0.21], [-0.36, 0.05, 0.51], [-0.19, -0.03, -0.01], [0.28, -0.03, -0.08], [-0.34, 0.33, -0.09], [-0.10, 0.07, 0.16], [0.20, -0.12, 0.32], [0.02, 0.00, -0.26], [0.18, -0.08, -0.03], [0.67, -0.11, 0.19], [2.02, 1.27, -1.27], [-0.31, 0.24, -0.56], [-1.70, -0.71, 0.51], [-0.46, -0.16, 0.16], [-0.44, 0.04, 0.18], [0.33, -0.04, 0.47], [0.09, -0.35, -0.29], [0.22, 0.27, 0.07], [-0.35, -0.03, 0.22], [0.26, -0.49, 0.23], [-0.35, 0.05, 0.09], [-1.64, -1.14, -0.66], [2.87, 2.47, 0.71], [-0.71, -0.55, -0.12], [-0.83, -0.35, -1.12], [-0.13, 0.03, -0.03], [0.06, -0.14, 0.22], [0.32, 0.04, 0.18], [-0.18, 0.04, 0.17], [-0.27, 0.20, 0.33], [-0.02, -0.36, -0.23], [0.57, -0.14, 0.28], [-0.04, -0.09, 0.28], [-0.54, 0.72, -0.37], [-0.24, -0.18, -1.10], [-0.37, 0.85, 0.24], [0.82, -1.18, 0.76], [-0.20, -0.44, -0.02], [-0.02, 0.20, 0.01], [0.11, -0.13, -0.36], [-0.04, 0.06, 0.30], [0.02, 0.24, 0.06], [0.06, -0.18, 0.49], [0.09, 0.16, -0.09], [0.31, -0.15, 0.10], [0.68, 0.29, 0.35], [-0.80, 0.79, -0.84], [0.25, -0.19, 0.52], [-0.21, -0.28, 0.00], [-0.21, -0.17, 0.11], [-0.21, -0.19, -0.13], [0.07, 0.18, 0.04], [0.50, 0.43, 0.04], [0.12, -0.05, 0.06], [0.03, -0.06, 0.07], [0.09, -0.42, -0.14], [-0.31, -0.34, -0.09]], "relative_energy_ev": 2.500, "homo_energy_ev": -9.783, "lumo_energy_ev": 0.33, "orbital_gap_ha": 0.3717}